{"formula": "C17H20BBrMgN6O5S", "method": "ωB97M-V with the def2-TZVPD basis set", "homo_lumo_gap_ev": 8.004, "charge": 0, "mol_weight_g_mol": 535.47, "largest_force_ev_per_a": 0.5, "e_tot_ha": -4561.88378, "homo_energy_ev": -7.81, "elements": ["C", "O", "H", "B", "H", "C", "N", "H", "H", "H", "H", "S", "C", "H", "H", "C", "C", "H", "C", "C", "N", "C", "H", "C", "O", "C", "C", "H", "N", "H", "C", "Mg", "H", "C", "N", "C", "O", "C", "O", "H", "C", "H", "H", "H", "H", "H", "C", "O", "H", "N", "N", "Br"], "xyz": [[-2.64, 1.55, -1.26], [3.16, 0.39, -0.18], [-1.15, 0.92, 4.97], [2.03, 1.05, 0.43], [1.92, -3.97, -0.55], [4.25, 1.18, 0.03], [-1.15, -1.05, 2.23], [1.26, -2.65, 1.43], [-2.39, 3.42, -2.15], [1.68, -1.94, -2.10], [-4.64, 0.83, 4.52], [-2.10, 1.73, 0.34], [-3.89, -0.29, -4.12], [-2.87, -0.68, -0.35], [-4.77, -0.79, -3.71], [3.86, 2.30, 0.75], [-0.46, -1.93, -1.97], [0.18, -3.83, -0.25], [-2.92, 0.24, 3.95], [-0.74, -0.34, 3.27], [-2.69, 2.47, -2.23], [-2.48, -1.17, 2.09], [-2.87, -1.49, -1.75], [4.75, 3.29, 1.10], [-3.72, 0.92, 4.78], [5.55, 0.99, -0.36], [6.08, 3.10, 0.71], [-3.13, -1.05, -4.30], [1.29, -2.23, 0.51], [2.22, -1.82, 0.40], [0.88, -2.65, -1.91], [0.20, -0.22, 0.36], [-4.15, 0.20, -5.05], [6.47, 1.97, -0.01], [-3.40, -0.78, -1.22], [-1.55, 0.34, 4.15], [-0.49, -0.82, -1.33], [1.08, -3.26, -0.52], [-1.43, -2.42, -2.54], [-2.81, -1.79, 1.27], [-3.40, -0.57, 2.92], [0.89, -3.44, -2.66], [5.84, 0.11, -0.92], [4.43, 4.16, 1.66], [6.81, 3.85, 0.97], [7.50, 1.86, -0.30], [-3.39, 0.72, -3.17], [2.52, 2.24, 1.00], [-4.46, -0.70, 2.74], [-3.13, 1.97, -3.42], [-3.12, 0.44, -1.86], [1.13, -0.36, 3.60]], "lowdin_charge": [-0.76, 0.05, 0.12, -0.43, 0.11, -0.23, -0.01, 0.07, 0.15, 0.12, 0.12, 0.63, 0.00, 0.01, 0.09, -0.23, -0.63, 0.12, -0.30, -0.72, 0.03, -0.16, 0.06, 0.00, 0.10, 0.00, -0.10, 0.08, -0.02, 0.08, -0.09, 0.52, 0.08, -0.10, 0.13, -0.02, -0.14, -0.22, 0.01, 0.12, 0.01, 0.12, 0.11, 0.12, 0.10, 0.10, -0.33, 0.09, 0.13, 0.12, -0.08, 0.85]}

***

{"formula": "C17H20Br27N3O2S", "method": "ωB97M-V with the def2-TZVPD basis set", "homo_lumo_gap_ev": 7.804, "charge": 0, "mol_weight_g_mol": 2487.84, "largest_force_ev_per_a": 5.5, "e_tot_ha": -70870.82141, "homo_energy_ev": -8.49, "elements": ["H", "Br", "H", "Br", "C", "C", "Br", "H", "C", "H", "H", "C", "C", "H", "Br", "C", "C", "H", "O", "H", "Br", "Br", "H", "Br", "Br", "N", "H", "Br", "O", "C", "S", "C", "Br", "C", "C", "H", "Br", "Br", "Br", "Br", "Br", "Br", "N", "Br", "H", "Br", "Br", "C", "H", "H", "Br", "C", "H", "N", "Br", "H", "H", "C", "Br", "Br", "H", "Br", "C", "Br", "C", "Br", "H", "H", "Br", "C"], "xyz": [[-1.28, 1.56, -4.51], [-0.95, 9.74, -2.93], [0.32, -2.20, -0.75], [3.74, -0.84, 3.31], [-0.46, -1.45, -1.14], [2.20, 0.27, 3.72], [2.15, -10.46, -0.56], [1.37, -3.95, -2.64], [2.73, 0.83, -2.79], [-1.22, 7.86, -4.52], [1.39, 4.03, -1.77], [-0.56, -0.45, 0.08], [-0.65, 2.49, -4.41], [-6.21, 0.56, 1.92], [1.35, -7.59, 0.65], [0.69, -4.57, -3.23], [0.33, -0.66, -2.31], [-1.34, -2.10, -1.43], [-0.36, -0.70, -3.58], [1.95, 0.37, -9.18], [0.66, -0.22, 2.65], [-0.46, -3.15, 5.50], [0.52, 4.86, -3.24], [-3.42, -1.93, 5.65], [2.61, 2.16, 3.58], [2.15, 1.19, -1.71], [1.48, -2.72, 7.67], [4.24, -0.11, -8.35], [-1.30, -0.50, 1.09], [0.70, -9.32, 0.06], [3.65, 0.05, -3.93], [0.99, 3.91, -2.82], [-0.86, 5.32, 5.80], [-1.83, 3.65, 5.96], [-1.54, -1.54, 5.45], [-1.36, 3.39, -4.52], [-6.01, 2.41, 3.57], [-1.25, 2.35, 4.65], [1.42, -6.36, -3.25], [-1.03, -4.51, -2.35], [2.19, 2.23, -7.55], [-3.75, 3.91, 5.92], [0.48, 0.52, -0.25], [3.27, -3.82, 8.99], [0.37, 1.40, 0.29], [2.81, -0.72, 8.30], [-6.83, -0.67, 3.99], [1.97, -2.44, 8.60], [0.01, -1.44, -4.12], [0.12, 2.62, -5.23], [1.10, 7.41, -3.74], [2.38, 0.40, -8.18], [-1.59, 3.24, 6.94], [-0.32, 1.85, -1.96], [-3.94, 0.08, 2.81], [1.94, 0.08, 4.76], [1.86, 3.66, -3.53], [-0.01, 2.66, -2.95], [0.61, -3.79, -5.00], [-0.93, -0.23, 6.74], [1.20, -1.37, -2.49], [1.38, -0.84, -7.09], [-0.76, 7.91, -3.54], [-1.73, 6.67, -2.40], [-5.81, 0.59, 2.93], [0.59, -2.34, 9.96], [0.27, -9.81, 0.93], [-1.40, -1.10, 4.46], [-0.70, -9.16, -1.26], [0.69, 0.80, -1.72]], "lowdin_charge": [0.08, 0.57, 0.12, 0.56, -0.05, -1.56, 0.56, -0.03, -0.64, -0.03, 0.09, -0.45, -0.02, -0.03, 0.54, -1.58, -0.24, 0.06, -0.09, -0.03, 0.77, 0.59, -0.03, 0.55, 0.55, 0.13, -0.10, 0.57, -0.18, -1.61, 0.66, -0.07, 0.57, -1.59, -1.59, 0.09, 0.54, 0.51, 0.58, 0.66, 0.56, 0.55, 0.05, 0.56, 0.12, 0.54, 0.55, -1.63, -0.01, 0.05, 0.60, -1.60, -0.03, 0.12, 0.58, -0.05, 0.09, -0.26, 0.61, 0.53, 0.13, 0.54, -1.60, 0.58, -1.58, 0.55, -0.03, -0.09, 0.54, -0.40]}

***

{"formula": "C17H20Br2N5O8S", "method": "ωB97M-V with the def2-TZVPD basis set", "homo_lumo_gap_ev": 8.269, "charge": 1, "mol_weight_g_mol": 614.25, "largest_force_ev_per_a": 0.5, "e_tot_ha": -7081.46352, "homo_energy_ev": -11.62, "elements": ["Br", "O", "C", "C", "H", "N", "C", "H", "S", "N", "H", "C", "O", "C", "H", "H", "Br", "H", "H", "N", "H", "H", "O", "H", "C", "H", "H", "O", "C", "C", "O", "C", "C", "H", "H", "H", "O", "O", "C", "H", "H", "H", "C", "H", "H", "C", "C", "C", "O", "N", "N", "C", "C"], "xyz": [[0.90, 0.92, 1.66], [-3.01, -0.70, -3.87], [-0.97, -1.45, 2.52], [-3.85, 3.51, 5.00], [-0.38, 1.59, 4.47], [1.73, -1.09, -0.16], [-2.33, 1.57, 5.44], [3.18, 1.03, -0.40], [-1.18, 0.17, -1.24], [0.36, -0.56, -3.33], [3.04, -1.80, 1.26], [0.84, -0.81, 0.90], [1.92, -3.64, -5.43], [-1.83, -1.17, -4.27], [-0.19, -0.28, -5.26], [-0.43, -1.14, 3.40], [-0.14, -3.38, 0.55], [-1.05, 4.74, 2.89], [2.16, -0.45, -5.54], [0.23, -0.45, -1.94], [-4.10, 0.91, 6.70], [-0.23, -2.83, -6.20], [-1.69, -2.30, -4.59], [-2.97, 0.25, -3.70], [1.42, -0.95, -1.45], [3.23, -1.58, -4.69], [-1.80, -1.01, -1.03], [-4.52, 1.73, 6.38], [-2.81, 4.08, 4.16], [-0.66, -0.18, -4.29], [-2.90, 5.14, 3.57], [-3.63, 2.33, 5.60], [-0.03, -1.69, 1.38], [3.10, -2.64, -0.29], [4.06, 0.80, 1.13], [-1.71, -0.69, 2.24], [-2.23, 0.51, 6.02], [-0.64, 3.90, 3.19], [-1.31, 2.14, 4.59], [-1.52, -2.36, 2.74], [-0.95, 0.86, -4.17], [4.92, 1.09, -0.37], [1.57, -1.06, -3.57], [5.00, -1.19, 0.17], [-4.77, 4.06, 5.11], [-1.52, 3.31, 3.98], [1.53, -2.53, -5.57], [4.06, 0.59, 0.06], [0.47, -2.16, -6.30], [4.16, -0.83, -0.27], [2.23, -1.31, -2.44], [2.19, -1.33, -4.89], [3.05, -1.66, 0.17]], "lowdin_charge": [0.88, 0.13, -0.14, 0.08, 0.11, -0.08, -0.31, 0.05, 0.95, 0.00, 0.14, -0.80, 0.18, -0.51, 0.13, 0.08, 0.85, 0.12, 0.14, -0.29, 0.12, 0.13, 0.15, 0.11, -0.32, 0.14, -0.07, 0.13, -0.31, -0.02, 0.11, -0.23, -0.76, 0.13, 0.07, 0.09, 0.11, 0.09, 0.05, 0.07, 0.13, 0.09, -0.21, 0.12, 0.14, -0.24, -0.51, -0.13, 0.09, -0.09, 0.26, 0.02, -0.17]}

***

{"formula": "C17H20BrCaCl4Mg2N2O8S", "method": "ωB97M-V with the def2-TZVPD basis set", "homo_lumo_gap_ev": 1.441, "charge": 1, "mol_weight_g_mol": 722.82, "largest_force_ev_per_a": 4.7, "e_tot_ha": -7261.13119, "homo_energy_ev": -9.46, "elements": ["C", "H", "Cl", "H", "O", "N", "H", "O", "C", "C", "O", "Cl", "O", "H", "H", "Mg", "S", "H", "C", "C", "Cl", "H", "O", "Cl", "O", "C", "O", "C", "C", "H", "Ca", "H", "H", "C", "C", "H", "C", "H", "C", "C", "H", "N", "C", "C", "Mg", "C", "C", "H", "Br", "H", "H", "H", "H", "O", "H", "H"], "xyz": [[-3.70, 2.02, -2.61], [-0.91, 0.12, 6.18], [4.38, 0.52, 1.50], [-4.99, -3.23, -1.43], [5.77, -0.28, -2.04], [0.16, 0.19, 4.38], [0.06, -1.81, -2.54], [7.26, -0.72, -0.30], [0.00, -0.77, -2.21], [-2.97, 3.17, -2.71], [-1.82, 1.14, 3.78], [5.56, 2.27, -3.78], [5.15, -1.72, -0.28], [4.35, 1.55, -2.37], [-0.24, -2.64, -0.26], [-2.79, -1.12, 2.30], [-4.28, -0.60, -2.20], [1.90, 0.67, 3.30], [1.59, 0.05, 4.15], [1.28, -0.51, -1.35], [5.91, -0.59, -0.67], [-1.22, -1.22, 5.07], [3.53, 2.04, -2.61], [1.06, -3.03, 5.88], [1.22, -0.37, -0.15], [-3.18, 0.78, -2.17], [5.33, 0.67, 0.09], [-1.90, -3.97, -0.28], [-1.29, -2.76, -0.53], [1.81, -1.00, 3.93], [-2.23, 1.91, 0.59], [-3.42, 4.08, -3.10], [3.32, 2.54, -1.80], [-0.59, 0.98, 3.64], [-0.44, -0.57, 5.47], [2.39, 0.18, -2.73], [-3.94, -3.09, -1.19], [-1.29, -4.76, 0.15], [-1.96, -1.68, -1.12], [-1.63, 3.12, -2.30], [-0.02, 1.85, -1.55], [-1.17, -0.50, -1.34], [-3.30, -1.88, -1.44], [-1.87, 0.65, -1.77], [0.45, 4.00, -0.96], [-3.24, -4.14, -0.64], [-1.07, 1.88, -1.84], [2.13, 0.35, 5.04], [-2.53, 5.56, -1.06], [0.34, -1.18, 5.96], [0.02, -0.17, -3.13], [-0.95, 4.05, -2.39], [-0.02, 1.49, 2.84], [2.46, -0.48, -2.02], [-3.71, -5.11, -0.46], [-4.74, 2.11, -2.92]], "lowdin_charge": [-0.07, 0.11, 0.75, 0.12, -0.28, -0.16, 0.15, -0.21, -0.03, -0.18, -0.20, 0.20, -0.27, -0.09, 0.12, 0.76, 1.06, 0.06, -0.04, -0.48, 0.73, 0.06, -0.23, -0.23, 0.09, -0.48, -0.73, -0.06, -0.06, 0.07, 1.18, 0.08, 0.03, -0.43, -0.12, 0.10, -0.10, 0.12, -0.29, -0.33, 0.01, -0.04, -0.46, -0.35, 0.84, -0.06, -0.20, 0.11, -0.05, -0.10, 0.15, -0.02, 0.11, 0.09, 0.12, 0.13]}

***

{"formula": "C17H20BrF3OPdS", "method": "ωB97M-V with the def2-TZVPD basis set", "homo_lumo_gap_ev": 8.176, "charge": 0, "mol_weight_g_mol": 515.73, "largest_force_ev_per_a": 0.8, "e_tot_ha": -4134.64772, "homo_energy_ev": -7.85, "elements": ["H", "H", "F", "O", "Pd", "C", "Br", "H", "C", "C", "H", "H", "C", "C", "H", "H", "C", "C", "H", "H", "C", "F", "H", "H", "C", "H", "H", "H", "C", "F", "C", "C", "C", "H", "H", "C", "H", "S", "C", "C", "C", "H", "H", "H"], "xyz": [[6.08, 2.46, -1.56], [-2.20, -0.80, 5.11], [-1.86, 2.42, -2.16], [-1.30, -1.34, 0.20], [-0.29, 0.54, -1.09], [-2.19, 0.54, 1.88], [1.49, 2.34, 0.27], [-2.55, 0.49, 2.91], [-4.38, -0.51, 1.02], [4.92, 1.04, -2.65], [0.21, -1.21, -3.45], [2.16, -1.92, -4.78], [-0.95, 1.51, -2.66], [2.55, 0.80, -2.01], [-1.46, -3.15, 4.54], [-4.78, -0.54, 2.04], [-1.15, -1.04, 4.90], [1.17, -0.77, -3.24], [4.19, 3.09, -0.07], [-2.87, -1.92, 2.85], [-3.34, 0.59, 0.88], [-1.67, 0.74, -3.52], [-1.56, 1.42, 1.78], [4.35, -0.83, -4.43], [-1.06, -2.28, 4.01], [-5.21, -0.34, 0.34], [-0.68, -0.18, 4.43], [-3.81, 1.57, 0.98], [1.29, 0.18, -2.26], [-0.11, 2.24, -3.43], [3.66, 0.43, -2.83], [-1.81, -2.14, 2.69], [2.82, 1.77, -1.01], [-0.65, -1.21, 5.85], [-0.01, -2.50, 3.80], [4.04, 2.35, -0.85], [-1.73, -3.05, 2.09], [-1.05, -0.88, 1.62], [5.11, 1.99, -1.69], [3.49, -0.56, -3.83], [2.28, -1.16, -4.02], [5.74, 0.74, -3.30], [-3.95, -1.49, 0.78], [-2.93, 0.56, -0.14]], "lowdin_charge": [0.10, 0.08, 0.02, -0.58, 0.70, -0.34, 0.76, 0.08, -0.10, -0.04, 0.10, 0.10, -0.64, -0.20, 0.11, 0.08, -0.11, -0.10, 0.09, 0.08, -0.29, 0.05, 0.07, 0.11, -0.30, 0.08, 0.07, 0.12, -0.19, 0.07, -0.16, -0.34, -0.56, 0.07, 0.11, -0.15, 0.10, 0.91, -0.08, -0.04, -0.07, 0.11, 0.07, 0.08]}

***

{"formula": "C17H20BrNO5S", "method": "ωB97M-V with the def2-TZVPD basis set", "homo_lumo_gap_ev": 8.757, "charge": 0, "mol_weight_g_mol": 430.32, "largest_force_ev_per_a": 0.8, "e_tot_ha": -4062.96014, "homo_energy_ev": -9.24, "elements": ["H", "H", "C", "C", "H", "C", "C", "C", "C", "C", "H", "H", "H", "H", "S", "H", "H", "O", "H", "Br", "H", "N", "H", "C", "C", "C", "O", "H", "H", "H", "C", "C", "O", "C", "C", "H", "H", "H", "C", "H", "C", "C", "H", "O", "O"], "xyz": [[4.94, -3.14, 0.44], [2.92, -1.38, 0.47], [2.39, 1.59, -0.54], [-1.98, -0.38, 0.84], [6.20, 0.80, 0.26], [-0.10, 1.14, 0.53], [5.74, 0.26, -0.56], [4.79, -2.29, -0.20], [-5.64, -0.70, 0.09], [-4.37, -0.16, 0.14], [4.70, 1.13, 1.80], [-2.84, -2.71, 1.75], [-2.11, 1.50, -0.18], [1.77, 2.98, 1.07], [6.39, -1.45, -0.48], [5.47, 3.12, 0.53], [-5.12, -3.64, 1.62], [0.17, 2.33, -0.04], [3.13, 1.86, 2.06], [-7.03, 0.31, -0.73], [4.40, -2.59, -1.17], [3.53, 1.24, 0.11], [3.92, 3.91, 0.79], [-4.91, -2.67, 1.21], [3.97, 1.81, 1.37], [-1.51, 0.78, 0.36], [7.20, -1.57, 0.70], [4.34, -1.01, 1.45], [-4.18, 0.82, -0.27], [4.96, 3.54, 2.17], [4.62, 3.18, 1.20], [3.99, -1.17, 0.43], [0.73, 0.49, 1.12], [1.53, 2.72, 0.04], [4.24, 0.08, -0.42], [3.80, -0.09, -1.41], [-1.28, -1.01, 1.36], [1.61, 3.60, -0.61], [-3.34, -0.88, 0.75], [-6.93, -2.34, 0.56], [-3.63, -2.14, 1.28], [-5.93, -1.95, 0.61], [6.04, 0.70, -1.51], [2.03, 1.05, -1.57], [6.97, -1.84, -1.73]], "lowdin_charge": [0.11, 0.13, -0.44, 0.00, 0.09, -0.48, -0.14, -0.20, -0.67, -0.07, 0.12, 0.11, 0.11, 0.12, 0.68, 0.07, 0.11, 0.02, 0.12, 0.73, 0.11, -0.02, 0.07, -0.07, -0.20, 0.03, -0.32, 0.12, 0.10, 0.08, -0.06, -0.17, 0.11, -0.06, -0.31, 0.15, 0.12, 0.15, -0.21, 0.10, -0.03, -0.12, 0.11, 0.08, -0.32]}